[1]
{
  "formula": "C39H60IN14O2P2Tl",
  "method": "ωB97M-V/def2-TZVPD",
  "elements": ["Tl", "N", "P", "C", "C", "C", "C", "C", "C", "C", "C", "C", "C", "C", "C", "C", "C", "C", "C", "C", "N", "H", "H", "H", "H", "H", "H", "H", "H", "H", "H", "H", "H", "H", "H", "H", "C", "N", "C", "C", "N", "C", "C", "N", "C", "C", "N", "C", "N", "C", "C", "C", "N", "C", "H", "H", "H", "H", "H", "H", "H", "H", "H", "H", "H", "H", "H", "H", "H", "H", "H", "H", "H", "H", "H", "H", "H", "H", "O", "C", "N", "I", "C", "C", "N", "N", "C", "H", "H", "H", "C", "N", "C", "P", "O", "N", "C", "C", "N", "C", "C", "H", "H", "H", "H", "H", "H", "H", "H", "H", "H", "H", "H", "H", "H", "H", "H", "H", "H"],
  "xyz": [[0.719, -0.549, -0.928], [1.432, 0.591, 2.784], [0.997, 1.444, 1.310], [-1.782, 2.195, 2.098], [-2.589, 3.317, 2.249], [-3.487, 3.404, 3.295], [-3.562, 2.380, 4.225], [-2.744, 1.268, 4.094], [-1.864, 1.169, 3.033], [1.712, 3.049, 1.762], [1.732, 3.637, 3.025], [2.358, 4.855, 3.219], [2.958, 5.512, 2.156], [2.907, 4.955, 0.887], [2.287, 3.737, 0.696], [1.784, -0.709, 2.792], [2.390, -1.297, 3.923], [2.759, -2.617, 3.880], [2.503, -3.357, 2.724], [1.918, -2.699, 1.660], [1.563, -1.421, 1.674], [1.599, 1.113, 3.636], [-2.499, 4.110, 1.518], [-4.143, 4.260, 3.375], [-4.248, 2.453, 5.056], [-2.819, 0.459, 4.808], [-1.248, 0.287, 2.928], [1.225, 3.174, 3.863], [2.368, 5.314, 4.201], [3.453, 6.462, 2.312], [3.355, 5.473, 0.049], [2.209, 3.293, -0.287], [2.570, -0.691, 4.799], [3.260, -3.068, 4.726], [2.768, -4.401, 2.666], [1.722, -3.220, 0.731], [-0.750, 3.795, -4.632], [-1.288, 3.420, -3.346], [-2.603, 3.962, -3.063], [-2.951, 3.262, -1.766], [-2.261, 1.992, -1.940], [-2.412, 1.032, -0.875], [-1.107, 2.218, -2.664], [-0.111, 1.408, -2.671], [1.114, 1.768, -3.359], [2.136, 0.623, -3.437], [2.879, 0.465, -2.211], [4.148, 0.557, -2.111], [4.768, 0.449, -0.892], [4.131, 0.005, 0.310], [6.183, 0.224, -1.036], [6.448, 0.777, -2.428], [5.150, 0.712, -3.076], [5.059, 1.480, -4.298], [-1.275, 4.689, -4.969], [-0.888, 3.025, -5.401], [0.309, 4.034, -4.563], [-3.325, 3.702, -3.856], [-2.561, 5.050, -2.973], [-4.024, 3.095, -1.635], [-2.523, 3.796, -0.906], [-3.355, 1.308, -0.366], [-1.518, 0.154, 0.685], [-2.547, 0.031, -1.318], [1.582, 2.609, -2.834], [0.921, 2.068, -4.392], [2.772, 0.812, -4.303], [1.599, -0.312, -3.615], [3.071, 0.243, 0.255], [4.569, 0.534, 1.159], [4.246, -1.075, 0.458], [6.421, -0.848, -0.967], [6.743, 0.749, -0.256], [7.179, 0.194, -2.998], [6.799, 1.816, -2.359], [6.073, 1.716, -4.624], [4.516, 2.419, -4.159], [4.584, 0.903, -5.094], [-0.698, 3.177, 0.203], [-0.935, 2.125, 0.852], [-1.301, 0.920, 0.050], [0.092, -6.725, -4.005], [0.172, -4.649, -3.824], [-0.817, -3.753, -4.167], [-0.332, -2.536, -3.858], [0.888, -2.601, -3.335], [1.217, -3.874, -3.304], [-1.781, -3.908, -4.602], [-0.783, -1.636, -3.948], [2.159, -4.205, -2.918], [-1.373, -4.459, -0.021], [-2.694, -3.870, 0.078], [-3.080, -3.263, -1.182], [-2.764, -2.735, 1.362], [-1.899, -1.570, 1.164], [-2.381, -3.533, 2.786], [-1.119, -3.262, 3.438], [-2.984, -4.776, 3.206], [-4.388, -2.343, 1.329], [-4.827, -1.034, 1.751], [-5.433, -3.333, 1.234], [-1.408, -5.288, -0.734], [-1.076, -4.837, 0.956], [-0.622, -3.728, -0.359], [-3.234, -4.053, -1.921], [-2.310, -2.570, -1.547], [-4.006, -2.707, -1.047], [-0.647, -2.406, 2.965], [-0.445, -4.123, 3.361], [-1.276, -3.045, 4.497], [-3.858, -4.996, 2.600], [-3.286, -4.704, 4.257], [-2.271, -5.606, 3.117], [-3.965, -0.378, 1.851], [-5.358, -1.073, 2.708], [-5.506, -0.612, 1.002], [-5.021, -4.249, 0.817], [-6.223, -2.972, 0.568], [-5.890, -3.548, 2.207]],
  "total_charge": 0,
  "e_homo_ha": -0.2148
}

=====

[2]
{
  "formula": "C39H60N5O3P2SiTi",
  "method": "ωB97M-V/def2-TZVPD",
  "elements": ["Ti", "C", "Si", "C", "N", "C", "C", "C", "C", "C", "C", "C", "C", "C", "C", "C", "C", "C", "C", "C", "C", "C", "H", "H", "H", "H", "H", "H", "H", "H", "H", "H", "H", "H", "H", "H", "H", "H", "H", "H", "H", "H", "H", "H", "H", "H", "C", "P", "C", "C", "C", "P", "C", "C", "H", "H", "H", "H", "H", "H", "H", "H", "H", "H", "H", "H", "H", "H", "H", "H", "O", "O", "C", "C", "O", "C", "C", "C", "C", "C", "C", "H", "H", "H", "H", "H", "H", "H", "H", "C", "N", "C", "N", "C", "N", "C", "N", "C", "C", "H", "H", "H", "H", "H", "H", "H", "H", "H", "H", "H", "H"],
  "xyz": [[-0.350, 0.000, -0.549], [0.468, 1.085, 0.953], [1.672, 0.032, 1.868], [1.488, -1.689, 0.982], [1.112, -1.597, -0.537], [2.430, -1.071, -1.144], [2.925, -1.815, -2.364], [3.207, -3.229, -1.809], [1.954, -3.858, -1.097], [0.757, -2.944, -1.050], [1.373, -0.504, 3.620], [1.977, -1.683, 3.968], [2.005, -2.020, 5.340], [1.434, -1.168, 6.254], [0.873, 0.040, 5.939], [0.836, 0.384, 4.594], [3.358, 0.836, 2.009], [3.523, 2.200, 2.054], [4.782, 2.775, 2.296], [5.820, 1.970, 2.637], [5.692, 0.620, 2.525], [4.460, -0.010, 2.179], [0.941, 2.084, 0.932], [-0.485, 1.150, 1.507], [0.608, -2.191, 1.480], [2.304, -2.407, 1.047], [3.173, -1.285, -0.421], [2.369, 0.011, -1.199], [3.883, -1.410, -2.765], [2.176, -1.892, -3.102], [3.971, -3.182, -1.046], [3.555, -3.875, -2.580], [2.207, -4.256, -0.081], [1.663, -4.767, -1.634], [-0.023, -3.392, -0.461], [0.227, -2.822, -1.979], [2.571, -2.309, 3.358], [2.432, -2.981, 5.627], [1.515, -1.467, 7.342], [0.410, 0.618, 6.723], [0.385, 1.319, 4.338], [2.707, 2.915, 1.934], [4.776, 3.851, 2.236], [6.739, 2.435, 2.825], [6.401, -0.095, 2.861], [4.423, -1.059, 2.195], [2.669, 2.666, -1.233], [1.169, 2.003, -2.056], [0.604, 3.635, -2.697], [1.827, 1.383, -3.715], [0.847, 1.353, -4.883], [-0.522, 0.265, -4.865], [-1.691, 0.596, -6.177], [0.075, -1.370, -5.149], [3.308, 3.184, -1.989], [3.233, 1.809, -0.788], [2.444, 3.227, -0.342], [1.523, 4.140, -3.115], [0.239, 4.366, -1.890], [-0.090, 3.643, -3.501], [2.429, 0.481, -3.676], [2.530, 2.153, -3.929], [1.438, 1.238, -5.892], [0.277, 2.272, -4.961], [-1.397, 0.479, -7.273], [-2.342, 1.456, -6.093], [-2.411, -0.254, -6.075], [1.146, -1.349, -5.331], [-0.345, -1.870, -6.044], [-0.136, -2.085, -4.328], [-1.317, 0.303, -3.433], [-0.822, -0.482, -2.376], [-2.899, -3.164, 0.099], [-2.209, -2.205, 0.990], [-1.319, -1.417, 0.562], [-2.475, -2.094, 2.395], [-3.087, -3.127, 3.087], [-3.185, -3.127, 4.473], [-2.638, -2.058, 5.173], [-2.110, -0.958, 4.489], [-2.018, -0.996, 3.112], [-3.060, -2.701, -0.826], [-3.810, -3.520, 0.553], [-2.246, -4.035, -0.027], [-3.636, -3.887, 2.482], [-3.579, -4.020, 5.011], [-2.724, -2.053, 6.251], [-1.841, -0.045, 5.051], [-1.723, -0.136, 2.569], [-3.007, 1.526, 0.955], [-4.217, 2.280, 0.805], [-5.172, 1.530, 0.093], [-4.681, 1.144, -1.258], [-3.471, 0.363, -1.114], [-2.337, 1.115, -0.395], [-2.171, 2.364, -1.141], [-3.325, 3.210, -1.280], [-3.876, 3.492, 0.068], [-4.358, 2.424, -1.952], [-3.229, 0.618, 1.412], [-2.311, 2.125, 1.520], [-6.156, 2.034, -0.111], [-5.408, 0.667, 0.717], [-3.019, 0.091, -2.112], [-3.689, -0.528, -0.532], [-1.729, 2.156, -2.092], [-1.374, 2.962, -0.629], [-4.768, 4.134, 0.099], [-3.093, 4.063, 0.591], [-4.138, 2.247, -2.995], [-5.326, 2.939, -2.087]],
  "total_charge": 3,
  "e_homo_ha": -0.5625
}

=====

Electronic energy? In order: -3592.097380; -3842.278531 Eh.
Orbital gap? In order: 6.2488; 6.0203 eV.